# 1
DFT (the ωB97M-V functional and the def2-TZVPD basis) results for a cluster of 2 separate species, C19H39BCl2N3O7S in total in a non-equilibrium geometry.

The geometry in XYZ format:
```
72
Properties=species:S:1:pos:R:3:forces:R:3:lowdin_charge:R:1
C -1.18406 4.20452 -0.07669 0.1 0.0 0.3 -0.100
C -2.71114 3.83377 0.48147 0.1 2.0 -0.6 -0.216
N -2.63213 3.01400 1.74245 -1.5 -0.4 -0.1 -0.125
C -2.19845 1.58890 1.52110 0.2 -1.4 1.5 -0.173
C -3.32277 0.58365 0.89227 -0.2 -0.9 -0.4 -0.072
C -3.10629 0.25240 -0.73111 -2.1 0.3 0.3 -0.219
C -2.64824 -1.29614 -1.02870 -4.2 0.9 -1.3 -0.037
N -1.19096 -1.59160 -1.03757 -0.6 -1.8 -3.9 -0.146
N -0.52198 -1.89346 0.09348 -0.7 1.0 6.4 0.082
C -1.14855 -2.32982 1.17814 0.1 -0.3 1.4 -0.185
C -2.06251 -3.69799 1.38653 -0.7 0.6 -0.7 -0.028
C -0.94108 -1.44653 2.58611 0.8 -1.8 -0.2 -0.039
B -1.03328 -2.82304 -1.96751 1.4 -4.4 -3.6 -0.405
O -1.19393 -2.76264 -3.44973 1.5 0.9 3.3 0.082
O -0.64265 -4.18069 -1.44576 0.0 4.1 -1.4 -0.059
C 0.71216 -4.54189 -1.88680 2.1 -1.0 0.9 -0.079
C -0.47432 -0.34915 -1.57291 1.7 3.4 -1.2 -0.153
C 0.89378 -0.56207 -2.40437 1.2 0.6 -0.2 -0.124
C 2.16333 -1.22821 -1.56079 0.2 0.0 -1.3 -0.182
C 2.96981 -0.08027 -0.69683 0.2 0.2 -1.9 -0.204
S 2.68981 -0.14877 1.15355 4.3 -2.7 6.0 0.805
O 2.23784 -1.54236 1.66673 0.2 4.8 -2.7 -0.369
O 4.04853 0.16746 1.87625 -4.9 -0.2 -3.3 -0.381
O 1.60403 1.12398 1.62092 1.2 -2.2 0.1 -0.252
C -1.42295 0.68135 -2.42410 -0.4 -0.4 -0.1 -0.087
O -2.34223 1.28627 -1.44343 0.6 -2.2 -0.4 -0.171
C -3.83803 3.15417 2.63598 -5.1 1.2 -1.7 -0.306
C -3.70588 2.94932 4.26011 1.2 0.4 -0.5 -0.037
O -5.04118 3.49601 2.14244 7.2 -1.8 2.6 -0.044
H -1.17800 4.46653 -1.23396 -0.2 -0.4 2.6 0.088
H -0.41597 3.33000 0.06243 -1.6 1.5 -0.2 0.051
H -0.75639 5.11342 0.56761 -1.0 -2.0 -1.6 0.094
H -3.40444 3.40809 -0.35908 1.4 0.5 1.6 0.122
H -3.17873 4.88760 0.79160 0.9 -2.5 -0.7 0.142
H -1.20592 1.47818 0.89530 -2.1 0.7 1.2 0.102
H -1.93296 1.15563 2.60180 -0.6 1.0 -2.3 0.118
H -4.44980 0.94136 1.06160 2.7 -0.4 -0.4 0.142
H -3.27897 -0.48914 1.41537 0.0 2.4 -0.9 0.101
H -4.21380 0.33013 -1.17617 2.4 -0.6 0.8 0.177
H -3.05174 -1.52065 -2.13450 1.1 0.5 2.3 0.172
H -3.34616 -1.97538 -0.36944 2.0 1.1 -1.0 0.166
H -2.95235 -3.45360 2.10680 1.8 -0.5 -1.3 0.096
H -1.41225 -4.57065 1.86219 -1.1 2.2 -1.0 0.128
H -2.51502 -4.10144 0.37241 1.1 0.8 2.1 0.088
H -0.42704 -0.41621 2.37789 -1.1 -2.2 0.2 0.057
H -0.25712 -2.10656 3.27861 -1.3 1.4 -1.1 0.106
H -1.99425 -1.35394 3.13065 2.2 -0.2 -1.4 0.106
H -0.31632 -2.87500 -3.91868 -1.6 -0.2 0.7 0.116
H 0.81106 -5.66997 -2.26080 -0.7 2.6 0.6 0.136
H 1.19646 -3.80913 -2.66024 -1.1 -1.4 1.2 0.095
H 1.40468 -4.48983 -0.91594 -1.5 0.0 -2.1 0.125
H -0.17525 0.25526 -0.58488 -0.8 -1.5 -2.1 0.178
H 1.29147 0.54214 -2.64594 -1.2 -2.4 0.5 0.139
H 0.77521 -1.03620 -3.49407 0.0 0.8 2.6 0.139
H 2.93052 -1.59336 -2.39974 -1.6 0.9 1.9 0.140
H 1.87675 -2.18638 -0.95586 0.6 2.1 -0.8 0.091
H 2.76088 1.01780 -1.10349 0.3 -2.3 1.1 0.135
H 4.13705 -0.25109 -0.87937 -2.6 0.4 1.1 0.119
H 1.63188 1.10135 2.63891 0.2 0.0 -1.9 0.121
H -0.78663 1.54685 -2.90482 -1.2 -1.8 1.3 0.161
H -2.00423 0.16021 -3.32708 1.2 1.0 2.0 0.163
H -4.56817 3.49992 4.86482 1.7 -1.4 -1.8 0.109
H -2.67693 3.46782 4.57205 -2.2 -1.4 -0.6 0.099
H -3.65770 1.79206 4.49730 -0.2 2.5 -0.4 0.087
Cl 8.82324 0.69626 -2.66213 0.0 0.0 0.0 0.540
C 8.44029 0.87969 -0.93208 0.0 0.0 0.2 -0.659
C 6.94226 0.88908 -0.67335 0.2 -0.2 0.3 -0.676
Cl 6.15805 2.35568 -1.31180 -0.1 0.0 -0.1 0.536
H 8.91700 1.79788 -0.57429 -0.2 -0.2 -0.1 0.074
H 8.90121 0.03326 -0.41499 -0.2 0.1 -0.1 0.075
H 6.75109 0.87192 0.40390 0.1 0.0 -0.2 0.073
H 6.45038 0.01930 -1.11979 0.2 0.2 0.0 0.053
```
Forces are in eV/Å.

Output
* total charge: +1
* orbital gap: 0.278 hartree
* electronic energy: -2781.0723 hartree
* HOMO energy: -11.5567 eV
* spin multiplicity: 1

=====

# 2
DFT (the ωB97M-V functional and the def2-TZVPD basis) results for a structure of composition C19H39FN2O6S2.

The geometry in XYZ format:
```
69
Properties=species:S:1:pos:R:3:forces:R:3:lowdin_charge:R:1
C 0.06907 -0.58618 -1.58374 -0.2 -0.4 0.1 0.014
C -0.87700 0.11502 -2.52814 0.6 0.0 0.1 -0.521
O -1.73027 0.85359 -2.11591 -0.4 0.3 0.0 0.087
O -0.71821 -0.03348 -3.84753 -0.2 -0.3 0.0 0.015
C -0.05050 -1.19264 -4.37652 0.2 -0.1 -0.5 -0.172
C 1.17427 -0.78917 -5.18976 -0.1 0.2 0.3 -0.164
C 2.37563 -0.52637 -4.27069 -0.3 0.1 0.0 -0.184
C 2.35347 0.87534 -3.63446 -0.1 0.3 -0.2 -0.220
C 3.66529 1.64879 -3.74088 0.2 -0.3 -0.1 -0.221
C 4.83316 0.92155 -3.06167 -0.1 0.0 -0.3 -0.254
S 4.64509 0.71764 -1.29651 0.1 -0.1 -0.4 0.508
O 3.44495 -0.09579 -1.12680 0.0 -0.2 0.2 -0.363
O 5.87272 0.12235 -0.81611 -0.2 0.1 0.1 -0.330
N 4.40007 2.22989 -0.89415 0.2 -0.3 0.4 -0.347
S 4.74978 2.71744 0.58832 -0.2 0.4 -0.2 0.506
O 6.12367 3.13299 0.73616 -0.2 -0.2 0.1 -0.325
O 4.17725 1.88269 1.62113 0.0 -0.1 0.0 -0.335
C 3.77770 4.22694 0.53796 0.0 0.4 0.3 -0.235
C 3.38533 4.77381 1.90637 0.0 0.1 -0.1 -0.240
F 4.32797 4.52966 2.89311 0.0 0.1 -0.1 -0.058
H 0.03672 -0.04924 -0.63950 0.2 0.1 -0.1 0.090
H 1.08864 -0.65689 -1.94609 0.1 0.1 0.2 0.047
H -0.27285 -1.61046 -1.40142 -0.1 0.0 0.0 0.093
H -0.78056 -1.71810 -4.99608 -0.1 0.2 0.0 0.124
H 0.24293 -1.87046 -3.57803 0.0 0.0 0.1 0.109
H 1.39119 -1.56170 -5.92949 0.0 -0.1 0.1 0.112
H 0.90970 0.11358 -5.74846 0.1 0.0 -0.1 0.119
H 3.30708 -0.69724 -4.81202 0.0 0.1 0.0 0.109
H 2.32181 -1.27635 -3.47640 0.4 -0.1 -0.1 0.103
H 2.14144 0.80688 -2.57560 -0.2 0.0 0.0 0.064
H 1.55058 1.46293 -4.09021 0.1 0.1 0.0 0.113
H 3.54358 2.63675 -3.29793 0.1 0.0 0.1 0.100
H 3.91253 1.80313 -4.79798 0.1 -0.1 0.0 0.111
H 4.94163 -0.10269 -3.42678 0.0 0.0 0.0 0.091
H 5.78173 1.42404 -3.24615 0.0 0.1 0.2 0.102
H 2.87506 4.01907 -0.03254 0.0 0.0 0.0 0.091
H 4.36728 4.96677 -0.00221 0.1 -0.1 -0.1 0.096
H 2.43042 4.36271 2.23730 0.1 -0.2 0.1 0.107
H 3.28661 5.86119 1.83861 -0.1 0.0 0.0 0.109
C -3.92563 -3.71680 4.90260 -0.1 0.0 0.0 -0.087
C -4.88386 -2.75402 4.19991 0.2 -0.2 0.2 -0.225
C -4.62595 -2.53593 2.71740 -0.2 0.1 0.0 -0.112
N -3.43049 -1.67051 2.31166 0.0 -0.2 -0.1 -0.251
C -2.97342 -0.75816 3.42229 0.1 0.1 0.0 -0.110
C -1.90142 0.22511 2.98211 0.0 0.1 -0.1 -0.152
C -2.36583 1.05556 1.79300 0.0 0.0 0.0 -0.162
C -2.80301 0.14167 0.65632 0.0 0.1 0.1 -0.168
C -3.86040 -0.83617 1.11852 0.0 0.1 -0.1 -0.103
C -2.31897 -2.58251 1.90067 0.1 0.1 0.1 0.032
H -2.87952 -3.42011 4.82197 0.0 0.0 0.0 0.058
H -4.16192 -3.77316 5.96385 0.0 0.0 0.0 0.083
H -4.01778 -4.72254 4.49034 0.0 0.0 0.0 0.085
H -4.94674 -1.80744 4.73516 0.0 0.0 0.0 0.105
H -5.88859 -3.17797 4.25515 0.0 0.0 -0.1 0.123
H -5.49812 -2.06980 2.26471 0.0 0.1 0.0 0.126
H -4.48311 -3.49706 2.22615 0.0 0.0 -0.1 0.132
H -3.85686 -0.21604 3.75659 0.0 0.0 0.0 0.140
H -2.61018 -1.38814 4.22972 -0.1 0.0 0.0 0.124
H -1.67377 0.86498 3.83519 0.0 0.0 0.0 0.130
H -0.97230 -0.29576 2.74167 0.0 0.0 0.0 0.122
H -1.56921 1.71792 1.45792 0.0 0.0 0.0 0.128
H -3.20321 1.69325 2.09555 0.0 0.0 0.0 0.124
H -1.94571 -0.38367 0.23587 0.0 0.0 0.0 0.085
H -3.21195 0.72772 -0.16472 0.0 -0.1 -0.1 0.121
H -4.12641 -1.54339 0.33323 -0.1 0.0 0.0 0.143
H -4.76019 -0.30491 1.43057 0.0 0.0 0.1 0.139
H -2.66368 -3.18709 1.06635 0.0 0.0 0.0 0.116
H -2.06275 -3.21815 2.74385 0.0 0.0 0.0 0.107
H -1.45395 -2.00487 1.59714 0.0 0.0 0.0 0.098
```
Forces are in eV/Å.

Output
* orbital gap: 0.234 hartree
* electronic energy: -2204.4444 hartree
* HOMO energy: -7.1244 eV
* spin multiplicity: 1

=====

# 3
DFT (the ωB97M-V functional and the def2-TZVPD basis) results for a structure of composition C19H39ILaNO11P2 in a non-equilibrium geometry.

The geometry in XYZ format:
```
74
Properties=species:S:1:pos:R:3:forces:R:3:lowdin_charge:R:1
La 14.11834 -9.71123 10.26191 -0.4 0.6 -0.7 1.908
O 16.35763 -11.24674 9.98079 -0.8 2.6 0.6 -0.186
C 17.31222 -11.36983 11.02040 -1.8 -3.1 2.6 -0.193
C 17.12164 -10.26596 12.08515 -2.3 -0.9 -0.6 -0.137
N 15.70672 -10.01634 12.49900 -0.7 -1.1 -0.6 -0.222
C 15.09915 -11.15503 13.34644 1.2 2.1 -0.7 -0.049
C 13.65202 -11.46656 13.02826 -0.3 -1.5 1.6 -0.691
O 13.15808 -12.36745 13.70199 0.2 0.7 -0.5 0.045
O 13.11868 -10.83757 12.06957 -0.5 0.9 -1.4 -0.239
C 15.50639 -8.65880 13.06475 -1.6 -0.8 -1.0 -0.102
C 15.76166 -7.52069 12.10180 0.7 1.6 0.2 -0.642
O 16.08207 -6.39757 12.54938 -0.4 -1.6 -0.7 0.016
O 15.53137 -7.78676 10.87010 -0.1 -0.3 -0.3 -0.231
H 16.23681 -11.91307 9.32059 0.5 -1.1 -0.5 0.059
H 17.08693 -12.40589 11.51221 0.8 1.6 -0.7 0.147
H 18.32562 -11.35998 10.70165 0.8 0.1 -0.6 0.110
H 17.73287 -10.35670 12.94776 0.9 -0.6 0.7 0.126
H 17.40793 -9.42039 11.56987 0.7 2.3 -0.9 0.088
H 15.59870 -12.06998 13.03274 0.4 0.0 0.6 0.117
H 15.21313 -10.86785 14.40977 0.1 -0.7 -0.4 0.140
H 14.40424 -8.49622 13.27751 1.0 -0.5 0.2 0.163
H 16.08787 -8.52802 13.92295 0.7 0.4 1.7 0.112
C 17.31346 -5.39088 9.13804 -1.2 -0.8 -0.4 -0.024
C 16.67284 -6.26335 8.01536 -0.2 0.3 0.2 -0.368
C 17.29071 -6.17111 6.61617 1.7 0.5 0.7 -0.044
O 15.29432 -5.73549 7.75720 -0.2 -0.3 0.4 -0.203
P 13.93737 -6.38640 8.27104 -0.1 0.3 -1.3 0.499
O 13.98872 -7.86318 8.39633 0.1 -0.5 0.2 -0.446
C 13.66135 -5.57143 9.84533 -0.6 0.3 0.9 -0.213
P 12.36028 -6.26679 10.92612 1.2 -0.6 0.5 0.507
O 12.31476 -7.77020 10.80337 -0.1 0.7 0.1 -0.387
O 11.03890 -5.47952 10.53341 -0.5 -1.4 0.3 -0.196
C 9.71399 -6.11979 10.87998 -0.1 -0.4 -0.5 -0.364
C 8.80373 -4.94333 11.24452 -1.0 -1.3 0.1 -0.044
C 9.16740 -6.86015 9.63596 -1.6 2.9 -0.1 -0.048
O 12.73427 -5.85489 12.42707 1.0 0.3 -0.7 -0.199
C 13.55534 -4.57113 12.81445 -3.0 -0.7 -1.4 -0.369
C 13.99700 -4.78140 14.19538 -0.3 1.1 1.2 -0.050
C 12.50126 -3.48144 12.67211 0.3 0.4 -0.9 -0.053
O 12.82692 -5.87625 7.22173 0.7 0.0 0.6 -0.181
C 12.19226 -6.76555 6.16685 1.5 -0.3 1.5 -0.404
C 11.03196 -7.42723 6.82215 -1.1 -2.2 -1.8 -0.060
C 11.89463 -5.99418 4.91440 -0.9 -1.1 -0.4 -0.036
H 18.32518 -5.70494 9.42461 -0.2 0.0 -0.4 0.087
H 16.67674 -5.51147 10.05103 0.6 0.4 -0.7 0.059
H 17.32096 -4.37222 8.73975 0.1 0.0 0.5 0.084
H 16.53221 -7.30716 8.34598 0.3 0.4 -0.1 0.121
H 16.99157 -5.25080 6.12633 -0.4 0.1 0.0 0.078
H 16.96666 -7.01049 6.04034 -0.2 -0.5 -0.5 0.068
H 18.41978 -6.10767 6.58436 -1.1 -0.4 0.4 0.101
H 13.40237 -4.51076 9.69840 0.4 -0.2 0.0 0.095
H 14.60409 -5.71898 10.44751 -0.8 0.3 -0.8 0.061
H 9.83000 -6.94917 11.62421 0.3 1.3 0.0 0.149
H 8.58474 -4.41976 10.32369 -0.1 0.2 -0.2 0.079
H 9.13700 -4.21716 11.96925 0.6 -0.1 0.3 0.067
H 7.83879 -5.35927 11.61921 0.6 0.3 -0.3 0.098
H 9.24931 -6.18659 8.74944 -0.3 -0.3 0.7 0.087
H 8.09319 -7.14961 9.75692 0.8 0.4 0.1 0.107
H 9.67803 -7.70927 9.37355 1.5 -2.1 -0.2 0.026
H 14.34830 -4.46375 12.10019 0.4 -0.1 -0.2 0.110
H 13.09373 -4.91195 14.79544 0.2 -0.7 0.1 0.096
H 14.39223 -3.83274 14.62524 0.2 -0.5 -0.6 0.110
H 14.73206 -5.56280 14.24963 0.1 -0.3 0.3 0.065
H 11.59230 -3.67686 13.26870 0.5 0.1 -0.3 0.099
H 12.25149 -3.21224 11.61568 -0.1 -0.8 0.7 0.089
H 13.00225 -2.58927 12.97679 0.1 0.9 0.8 0.071
H 12.93747 -7.52855 5.98775 0.3 -0.2 -0.3 0.127
H 10.19039 -6.76905 6.84656 -0.6 0.5 0.3 0.063
H 11.20102 -7.92315 7.77590 0.4 0.4 0.0 0.067
H 10.71042 -8.28932 6.12021 0.4 1.2 1.0 0.129
H 11.25617 -5.15290 5.11616 0.3 0.9 0.2 0.079
H 11.17683 -6.63814 4.35333 0.8 0.1 0.0 0.100
H 12.77822 -5.80523 4.29204 -0.4 0.3 0.3 0.092
I 13.46766 -11.42022 7.36557 0.3 0.3 0.8 -0.326
```
Forces are in eV/Å.

Output
* orbital gap: 0.303 hartree
* electronic energy: -2642.1640 hartree
* HOMO energy: -7.9855 eV
* energy above the lowest of the compared OMol25 structures with the same formula, charge and spin: 77.72 kJ/mol
* spin multiplicity: 1